(1)
Below is a molecular structure, C17H33N8O5ReS, with properties calculated with ωB97M-V/def2-TZVPD.

Positions of all 65 atoms, in Å:
Re1 -0.09892 -0.77197 0.24473
C1 -4.38897 -2.08491 -1.12789
N1 -3.81725 -0.98937 -1.92324
C2 -4.51696 -0.71803 -3.18792
C3 -2.69472 -0.42043 -1.58238
O1 -2.08301 -0.77033 -0.51577
C4 -2.09956 0.69128 -2.43433
O2 -0.99762 1.27857 -1.78486
C5 -1.20917 2.45878 -1.05733
C6 -0.77170 2.27743 0.38949
O3 -0.35537 1.13543 0.79780
N2 -0.80829 3.28371 1.21350
C7 -0.36952 3.15778 2.61172
C8 -1.31416 4.61560 0.85045
H1 -5.47188 -2.01397 -1.18437
H2 -4.06445 -3.04493 -1.52817
H3 -4.07696 -1.99327 -0.09362
H4 -5.58089 -0.62305 -2.98511
H5 -4.16914 0.19353 -3.65977
H6 -4.36076 -1.55438 -3.86882
H7 -1.72939 0.25763 -3.36588
H8 -2.85554 1.43465 -2.69053
H9 -0.59210 3.24863 -1.49391
H10 -2.25121 2.78898 -1.08463
H11 -0.13418 2.12535 2.84296
H12 0.51225 3.78077 2.75539
H13 -1.16666 3.51876 3.25921
H14 -1.33244 4.76724 -0.22314
H15 -2.31616 4.74658 1.25787
H16 -0.65601 5.36085 1.29126
N3 -1.29691 -1.71018 1.83743
C9 -1.58806 -3.12911 1.48740
C10 -1.17157 -3.35752 0.04882
O4 -1.71025 -4.05064 -0.74153
O5 -0.03758 -2.61911 -0.25051
H17 -0.85087 -1.64480 2.74949
H18 -2.16804 -1.18700 1.89917
H19 -2.63648 -3.38113 1.61780
H20 -0.99145 -3.78837 2.11895
C11 3.88370 1.27814 4.52194
C12 2.86809 0.13513 4.64511
C13 2.59063 -0.50376 3.32671
N4 1.52240 -0.33072 2.63429
N5 1.57380 -1.00081 1.42173
C14 2.67770 -1.72848 1.25085
N6 2.89949 -2.51420 0.19637
S1 3.76657 -1.55610 2.56403
H21 3.99631 1.76938 5.48585
H22 3.55331 2.01967 3.79436
H23 4.86560 0.91152 4.22231
H24 1.91684 0.49746 5.03432
H25 3.24220 -0.62056 5.33806
H26 2.13649 -2.73993 -0.42580
H27 3.70494 -3.12013 0.18066
C15 2.34550 -0.52210 -4.48638
N7 2.79396 -0.33257 -3.09165
C16 4.24086 -0.16112 -2.85454
C17 1.95720 -0.34825 -2.12069
N8 1.18525 -0.34265 -1.24534
H28 2.83136 -1.40611 -4.89516
H29 2.62523 0.35292 -5.06980
H30 1.26792 -0.65489 -4.50937
H31 4.76766 -1.04951 -3.19851
H32 4.42295 -0.00733 -1.79470
H33 4.58599 0.70595 -3.41439

Spin multiplicity = 2
E_LUMO (alpha / beta) = -10.34 / -9.92 eV
HOMO-LUMO gap (alpha / beta) = 0.25126 / 0.26502 Ha
E_tot = -53264.6533 eV
Energy above the lowest of the compared OMol25 structures with the same formula, charge and spin = 5.96 kcal per mole
<S²> = 0.755
Charge = +3

---

(2)
Below is a molecular structure, C17H33NO3P2Ti in a non-equilibrium geometry, with properties calculated with ωB97M-V/def2-TZVPD.

Positions of all 57 atoms, in Å:
Ti1 -0.22302 0.06410 0.05733
P1 -0.88772 -2.45365 -0.05178
P2 0.82200 2.52685 0.00764
N1 1.18100 -0.34192 -1.00433
H1 -2.86806 -0.15048 0.47596
C1 -1.91406 -2.82447 -1.51339
H2 -2.30903 -3.84922 -1.47769
H3 -1.29742 -2.69810 -2.41372
H4 -2.74520 -2.10729 -1.56358
C2 -1.83090 -3.09070 1.37355
H5 -2.09106 -4.14952 1.23489
H6 -2.75047 -2.50202 1.49388
H7 -1.23151 -2.97857 2.28787
C3 0.51953 -3.61542 -0.19913
H8 0.20327 -4.66023 -0.06047
H9 1.27159 -3.35842 0.55976
H10 0.98733 -3.49918 -1.18622
C4 0.18852 3.52683 -1.37994
H11 0.52952 4.56721 -1.29626
H12 -0.90749 3.48535 -1.38731
H13 0.55379 3.08881 -2.31728
C5 0.30523 3.47957 1.47156
H14 0.70202 4.50211 1.40344
H15 0.68681 2.98437 2.37552
H16 -0.79220 3.50735 1.52422
C6 2.62322 2.77795 -0.08451
H17 2.87295 3.84466 0.01679
H18 2.98610 2.39149 -1.04682
H19 3.09455 2.19862 0.72126
C7 2.35417 -0.73495 -1.49465
C8 3.78514 -1.38345 -3.38278
C9 2.56852 -0.92875 -2.90260
C10 3.47002 -0.99534 -0.62272
C11 4.68041 -1.44996 -1.12893
C12 4.84713 -1.65053 -2.50658
H20 3.90963 -1.53051 -4.45519
H21 1.72900 -0.70825 -3.56403
H22 3.32002 -0.82829 0.44806
H23 5.50045 -1.64788 -0.43928
H24 5.80127 -2.01108 -2.89287
C13 -2.94441 0.90201 0.05215
O1 -1.65090 1.10050 -0.51053
C14 -3.99258 0.97543 -1.05558
H25 -4.96685 1.26563 -0.64339
H26 -4.10207 -0.00169 -1.53904
H27 -3.70696 1.71406 -1.81639
C15 -3.25704 1.87299 1.18549
H28 -3.17688 2.91209 0.83679
H29 -2.59316 1.73885 2.04972
H30 -4.29033 1.71017 1.52514
C16 -1.29566 -0.27563 3.82406
C17 0.05233 0.03078 3.22848
O2 1.01338 0.32142 3.92066
O3 0.11230 -0.01845 1.88393
H31 -1.56916 0.55095 4.49014
H32 -1.21329 -1.18212 4.43535
H33 -2.06378 -0.41409 3.05335

E_LUMO = 0.44 eV
HOMO-LUMO gap = 0.26015 Ha
E_tot = -67493.0129 eV
Energy above the lowest of the compared OMol25 structures with the same formula, charge and spin = 0.00 kcal per mole

---

(3)
Below is a molecular structure, C17H34AsF5N9ORhSSi2Te, with properties calculated with ωB97M-V/def2-TZVPD.

Positions of all 72 atoms, in Å:
Rh1 -0.36445 -0.65562 -0.49530
C1 -4.85095 1.74273 1.93000
C2 -4.98995 1.54127 0.42717
N1 -4.66887 0.18711 0.00563
C3 -3.41729 -0.28807 -0.15806
S1 -2.10810 0.85681 -0.22579
N2 -3.27377 -1.57566 -0.26745
N3 -1.97066 -1.94981 -0.38960
C4 -1.72088 -3.21408 -0.33686
C5 -2.76171 -4.26319 -0.13627
C6 -0.31407 -3.58476 -0.49105
C7 0.13396 -4.89342 -0.46691
C8 1.48773 -5.14659 -0.63519
C9 2.34505 -4.08574 -0.84324
C10 1.82563 -2.80099 -0.86662
N4 0.53203 -2.55371 -0.68104
H1 -5.10917 2.76687 2.20293
H2 -3.82600 1.54645 2.24615
H3 -5.51319 1.06800 2.47461
H4 -4.33696 2.22689 -0.11226
H5 -6.00815 1.75049 0.09716
H6 -5.36003 -0.52989 0.16173
H7 -3.71897 -3.80537 0.08187
H8 -2.47352 -4.91572 0.68980
H9 -2.85842 -4.88208 -1.03138
H10 -0.56602 -5.69933 -0.30507
H11 1.86200 -6.16064 -0.59709
H12 3.40952 -4.22384 -0.95974
H13 2.45816 -1.93976 -1.02043
F1 3.80867 -0.92496 3.53666
Te1 2.81654 -1.03677 1.95654
F2 2.02740 0.64949 2.75516
F3 1.74344 -2.26311 3.07816
F4 4.01636 -2.50454 1.52141
F5 4.22097 0.15550 1.23788
O1 1.55176 -0.06420 -0.85989
N5 0.53012 -0.01129 4.95557
N6 -0.38192 -0.73498 4.20380
N7 -0.98116 -1.80399 4.65990
C11 -1.71685 -2.14310 3.60474
N8 -1.55814 -1.30149 2.58111
N9 -0.70001 -0.39123 2.99211
H14 1.06535 -0.70544 5.46833
H15 1.15513 0.41843 4.26807
H16 -2.34892 -3.01356 3.58494
C12 1.61346 4.65543 -0.56915
Si1 2.46316 3.09746 0.01196
C13 2.97849 3.29206 1.76561
C14 3.78515 2.46466 -1.11990
As1 0.72298 1.45268 -0.74498
Si2 0.33329 1.69189 -3.13932
C15 1.64151 0.57659 -3.87055
C16 0.52300 3.45298 -3.74982
C17 -1.34652 1.06607 -3.64846
H17 2.22226 5.49816 -0.22803
H18 0.62978 4.76505 -0.10894
H19 1.50809 4.73169 -1.64879
H20 3.67737 4.13787 1.75543
H21 3.48172 2.41065 2.14796
H22 2.14424 3.54178 2.41969
H23 4.65562 3.11305 -0.97114
H24 3.51084 2.50316 -2.17401
H25 4.06684 1.45270 -0.82929
H26 2.62376 0.68732 -3.41442
H27 1.72512 0.78880 -4.94036
H28 1.33876 -0.46467 -3.75017
H29 1.55977 3.79311 -3.74302
H30 -0.08091 4.16223 -3.18208
H31 0.17369 3.48040 -4.78565
H32 -1.54952 0.08049 -3.23052
H33 -1.33944 0.98993 -4.74093
H34 -2.15424 1.73534 -3.35332

E_LUMO = -1.47 eV
HOMO-LUMO gap = 0.24348 Ha
E_tot = -144958.8693 eV
Energy above the lowest of the compared OMol25 structures with the same formula, charge and spin = 25.40 kcal per mole